*P*
{"formula": "C2H9O3", "method": "wB97M-V/def2-TZVPD", "species": ["C", "O", "C", "H", "H", "H", "H", "H", "H", "H", "O", "H", "H", "O"], "positions_angstrom": [[-1.842, 0.327, 0.649], [-1.176, -0.253, -0.555], [-1.831, 1.872, 0.494], [-1.370, 0.013, 1.540], [-2.808, 0.024, 0.811], [-0.917, 2.282, 0.267], [-2.103, 2.150, 1.521], [-2.407, 2.382, -0.172], [2.320, -1.027, -0.383], [2.924, -2.246, -1.304], [3.072, -1.692, -0.623], [1.152, -0.759, 0.667], [-0.026, -0.123, -0.360], [1.263, -0.042, -0.003]], "charge": -1, "gap_ev": 8.71}

***

*Q*
{"formula": "C2H9O3", "method": "wB97M-V/def2-TZVPD", "species": ["C", "O", "C", "H", "H", "H", "H", "H", "H", "H", "O", "H", "H", "O"], "positions_angstrom": [[-0.805, 0.713, -1.211], [-0.039, -0.357, -1.692], [-1.727, 0.402, -0.018], [-0.121, 1.521, -0.922], [-1.386, 1.156, -2.029], [-1.109, 0.376, 0.875], [-2.615, 1.039, 0.029], [-2.197, -0.578, -0.165], [1.827, -0.875, 1.308], [1.181, 0.185, 2.457], [1.794, -0.550, 2.403], [2.742, -1.181, -0.153], [0.630, -0.550, -0.972], [1.823, -1.301, 0.090]], "charge": -1, "gap_ev": 8.30}

***

The structure with the least stability is *P*.

***

*P*
{"formula": "C2H6O3P", "method": "wB97M-V/def2-TZVPD", "species": ["C", "C", "O", "O", "O", "P", "H", "H", "H", "H", "H", "H"], "positions_angstrom": [[-0.760, -0.156, 1.883], [1.171, 1.150, -1.618], [-0.949, -0.458, -2.509], [0.677, -1.303, -0.770], [-0.716, -1.528, 1.568], [0.306, -0.294, -1.795], [0.210, 0.271, 2.187], [-1.504, 0.148, 2.593], [-1.018, 0.635, 1.039], [-0.576, -1.551, 0.616], [1.960, 1.119, -0.817], [1.200, 1.965, -2.375]], "charge": -1, "gap_ev": 7.79}

***

*Q*
{"formula": "C2H6O3P", "method": "wB97M-V/def2-TZVPD", "species": ["C", "C", "O", "O", "O", "P", "H", "H", "H", "H", "H", "H"], "positions_angstrom": [[-1.489, -1.930, 1.753], [0.562, 0.122, -0.487], [1.218, 2.713, -0.782], [-0.319, 1.889, -2.619], [1.193, 0.312, 0.711], [0.731, 1.566, -1.604], [-1.150, -2.939, 1.360], [-1.827, -1.905, 2.783], [-2.085, -1.244, 1.154], [0.064, -0.799, -0.600], [1.396, 1.251, 0.680], [1.706, 0.964, -2.351]], "charge": -1, "gap_ev": [8.35, 5.64]}

***

*R*
{"formula": "C2H6O3P", "method": "wB97M-V/def2-TZVPD", "species": ["C", "C", "O", "O", "O", "P", "H", "H", "H", "H", "H", "H"], "positions_angstrom": [[0.303, -1.243, 0.008], [1.237, -0.163, 0.232], [-1.214, 1.983, -0.192], [-3.047, 0.414, -0.152], [1.179, 0.811, -0.842], [-2.548, 1.715, 0.441], [0.485, -1.716, -1.021], [0.325, -2.061, 0.800], [-0.671, -0.855, -0.024], [2.330, -0.481, 0.203], [1.243, 0.283, 1.211], [0.378, 1.314, -0.664]], "charge": -1, "gap_ev": 8.70}

***

The structure with the least stability is *Q*.